# 1
The following is a quantum chemistry calculation of a cluster of 2 separate species, C12H17N in total, from OMol25.

* frontier orbital gap: 8.84 eV
* E_HOMO: -7.899 eV
* charge: 0
* SMILES: Cc1c[nH]c2ccccc12.CCC

Element x y z (Å)
C -2.45846 -3.08872 -0.68935
C -1.16134 -0.27078 1.36208
C -1.68028 -0.75157 0.14595
C -1.84911 -2.18043 0.32411
C -1.24593 -2.50494 1.49346
C -1.02348 1.07883 1.65630
C -1.39917 1.96438 0.66185
C -1.96818 1.52286 -0.54436
C -2.07662 0.17441 -0.82143
N -0.74135 -1.36283 2.10056
H -0.57497 1.44658 2.56481
H -1.41031 3.04091 0.82225
H -0.46733 -1.19216 3.05250
H -2.24900 2.28404 -1.25642
H -0.94111 -3.47315 1.85178
H -2.50485 -0.16738 -1.75180
H -3.52359 -3.22240 -0.50731
H -1.95246 -4.04743 -0.75263
H -2.44523 -2.65822 -1.68852
C 2.42841 1.58737 -0.56711
C 3.56659 2.02514 -1.48997
C 2.52579 0.11449 -0.15157
H 2.56456 2.17283 0.35219
H 1.42264 1.83800 -0.89634
H 3.23716 2.85110 -2.12332
H 1.95959 -0.07541 0.76511
H 1.99868 -0.44451 -0.92453
H 3.94879 1.18170 -2.06580
H 4.45277 2.31569 -0.91939
H 3.56777 -0.15838 -0.00308

Löwdin atomic charge list, values in e, 6 entries: number 1, C, carries -0.047; number 2, C, carries -0.233; number 3, C, carries -0.136; number 4, C, carries -0.229; number 5, C, carries -0.058; number 6, C, carries -0.027



# 2
The following is a quantum chemistry calculation of a cluster of 2 separate species, C12H17N in total, from OMol25.

* frontier orbital gap: 9.09 eV
* E_HOMO: -8.171 eV
* charge: 0
* SMILES: Cc1c[nH]c2ccccc12.CCC

Element x y z (Å)
C 1.21840 2.48812 -2.15085
C 0.14625 2.73038 -1.05553
C 1.11736 1.08448 -2.76084
H 1.06444 3.24512 -2.92390
H 2.22896 2.59195 -1.74903
H -0.73071 2.12516 -1.29746
H 1.95332 0.50402 -3.13766
H -0.19590 3.75894 -1.10468
H 0.60056 2.43275 -0.13058
H 0.63545 0.49352 -1.96758
H 0.28325 1.05055 -3.47477
C 1.63952 0.15201 2.24654
C -1.53593 -1.45789 1.37271
C -0.21670 -1.10849 1.08305
C 0.33913 -0.56921 2.31765
C -0.58580 -0.78982 3.26950
C -2.38669 -1.99199 0.43168
C -1.91558 -2.25271 -0.83747
C 0.28222 -1.50722 -0.16159
C -0.54411 -2.02389 -1.12502
N -1.79730 -1.23832 2.72371
H -2.23271 -2.06046 3.12426
H -3.43218 -2.18473 0.63220
H -0.49205 -0.45320 4.28985
H -2.57805 -2.73395 -1.54004
H 1.25596 -1.17764 -0.51289
H 1.69281 0.75442 1.34386
H 2.47675 -0.54883 2.16726
H -0.28880 -2.03298 -2.17971
H 1.99812 0.71990 3.10737

Löwdin atomic charge list, values in e, 6 entries: number 1, C, carries -0.306; number 2, C, carries -0.102; number 3, C, carries -0.125; number 4, H, carries 0.089; number 5, H, carries 0.093; number 6, H, carries 0.072



# 3
The following is a quantum chemistry calculation of the ion C12H17N2O with charge +1, from OMol25.

* frontier orbital gap (spin up / spin down): 7.61 / 7.61 eV
* E_HOMO (spin up / spin down): -12.248 / -12.248 eV
* charge: +1
* SMILES: CC/C=[N+]1\C=CC=C[C@]12CCN(C)C2=O

Element x y z (Å)
C -0.32329 2.08639 1.21439
C 0.43176 2.41303 0.01710
C -0.82877 0.84741 1.33098
C 0.93227 1.46937 -0.76843
C -0.48628 -0.11457 0.21063
C -1.87437 0.30172 -0.64262
C -0.68926 -1.54375 0.53834
C -2.25205 -1.69473 0.57769
C 1.98458 -0.62544 -0.36396
C 4.48638 -0.39687 0.05452
C -4.15981 -0.46481 -0.65105
C 3.18600 0.07126 -0.72018
N 0.81904 0.10649 -0.35450
N -2.78764 -0.60992 -0.22631
O -1.97371 1.17645 -1.44776
H -0.34393 2.66556 2.06756
H 0.47923 3.44135 -0.30549
H -1.60251 0.52146 2.09110
H 1.33690 1.58170 -1.79211
H -0.39744 -2.18597 -0.18631
H -0.07426 -1.70947 1.44946
H -2.55339 -2.58566 0.09033
H -2.55515 -1.69161 1.61198
H 1.99011 -1.62147 0.16980
H 4.29247 -0.80662 1.01633
H 5.11962 0.54625 0.27818
H 5.02622 -1.07044 -0.58849
H -4.81265 -0.87237 0.10370
H -4.38609 0.50643 -0.81990
H -4.29164 -1.01744 -1.58034
H 3.29624 0.11696 -1.80061
H 3.01143 1.15930 -0.57402

Löwdin atomic charge list, values in e, 6 entries: number 1, C, carries -0.024; number 2, C, carries -0.002; number 3, C, carries 0.027; number 4, C, carries -0.083; number 5, C, carries -0.306; number 6, C, carries -0.367



# 4
The following is a quantum chemistry calculation of an isolated molecule of C12H17N5OS3, from OMol25.

* frontier orbital gap: 8.91 eV
* E_HOMO: -8.424 eV
* charge: 0
* SMILES: CCSCc1nnc(SCC(=O)Nc2nc(C)cs2)n1C

Element x y z (Å)
C 4.48112 1.76345 1.75422
C 5.33998 1.99188 0.52517
H 6.34539 2.30414 0.80847
H 4.90235 2.73818 -0.13674
S 5.59460 0.48012 -0.46483
C 4.12416 0.51212 -1.56402
C 2.86929 0.30423 -0.82386
N 1.93355 1.19732 -0.64873
N 0.96086 0.64894 0.09424
C 1.32180 -0.57785 0.36247
N 2.53159 -0.86127 -0.19146
C 3.26570 -2.09136 -0.15021
H 4.28131 -1.90452 0.20278
H 2.75924 -2.77925 0.52451
H 3.30997 -2.53269 -1.14798
S 0.39475 -1.71735 1.29262
C -1.22882 -1.01100 0.90618
C -1.48440 -1.13907 -0.57863
O -0.71555 -1.66248 -1.34846
N -2.66338 -0.62029 -1.04503
C -3.72974 -0.00906 -0.44351
N -4.75284 0.35189 -1.13685
C -5.71999 0.93384 -0.37669
C -5.42070 1.01595 0.94588
S -3.86382 0.34363 1.27269
H -6.00600 1.42410 1.74361
C -6.97196 1.40726 -1.02669
H -7.64604 1.83345 -0.28968
H -6.73446 2.15768 -1.77819
H -7.46182 0.57542 -1.52911
H -2.78266 -0.70932 -2.05062
H -1.96508 -1.56397 1.48944
H -1.21595 0.03800 1.20550
H 4.29902 -0.28881 -2.28271
H 4.09546 1.47448 -2.07215
H 4.47471 2.66293 2.36657
H 3.45518 1.53785 1.47633
H 4.87617 0.94135 2.34748

Löwdin atomic charge list, values in e, 6 entries: number 1, C, carries -0.159; number 2, C, carries -0.527; number 3, H, carries 0.062; number 4, H, carries 0.074; number 5, S, carries 0.846; number 6, C, carries -0.386



# 5
The following is a quantum chemistry calculation of an isolated molecule of C12H17NO2, from OMol25.

* frontier orbital gap: 8.71 eV
* E_HOMO: -7.802 eV
* charge: 0
* SMILES: CC[C@@H](Cc1ccc2c(c1)OCO2)NC

Element x y z (Å)
C 1.22585 -1.95290 2.56523
C 1.60795 -1.00063 1.38704
C 1.23269 -1.68535 0.06084
C -0.25487 -1.81668 -0.17797
C -0.91200 -0.45364 -0.45441
C -1.13039 -0.10733 -1.83917
C -1.71620 1.14472 -2.15257
C -2.13974 1.92261 -1.10510
C -2.69951 3.59309 0.37348
C -1.93839 1.54190 0.23789
C -1.32777 0.41110 0.54121
C 2.40583 0.16574 -1.33294
H 0.14271 -2.02898 2.91620
H 1.67298 -1.59891 3.45125
H 1.82905 -2.90274 2.34555
H 2.67089 -0.77074 1.40936
H 1.00300 0.02865 1.56915
H 1.50888 -2.75343 0.15461
H -0.40606 -2.37519 -1.08546
H -0.71115 -2.34232 0.73449
H -0.60116 -0.66382 -2.59886
H -1.70940 1.42665 -3.24705
H -2.01316 4.39602 0.70961
H -3.73413 3.79859 0.55704
H -0.85880 0.07142 1.49680
H 2.52887 -1.94603 -1.49947
H 3.11722 0.19534 -2.19624
H 1.58321 0.93033 -1.45418
H 2.83978 0.32666 -0.27668
N 1.77551 -1.20412 -1.21766
O -2.57248 3.25926 -1.05588
O -2.41924 2.39074 1.18390

Löwdin atomic charge list, values in e, 6 entries: number 1, C, carries -0.115; number 2, C, carries -0.218; number 3, C, carries -0.412; number 4, C, carries -0.130; number 5, C, carries -0.202; number 6, C, carries -0.036



# 6
The following is a quantum chemistry calculation of an isolated molecule of C12H17NO5, from OMol25.

* frontier orbital gap: 10.23 eV
* E_HOMO: -9.814 eV
* charge: 0
* SMILES: CC(C)C[C@]12NC(=O)[C@@]3(O)C(=O)C[C@](C)(O[C@H]31)O2

Element x y z (Å)
O -0.16646 1.30163 3.79129
O 1.99320 -1.56497 3.54509
O 2.57172 1.04724 2.49599
O -0.81494 -0.95012 0.20712
O 1.46877 -0.83837 0.00552
C 0.06731 0.76592 2.69525
C 1.37046 -1.19636 2.55347
N -0.96903 0.62705 1.77415
C -1.62028 0.16357 -2.61130
C -0.70372 2.49010 -2.76235
C -0.66222 1.18200 -1.97630
C 0.35372 -2.83264 -0.76572
C 0.72768 -2.27572 1.66969
C -0.99701 1.46120 -0.50724
C 1.39334 0.27893 2.11764
C 0.39637 -1.71961 0.25322
C -0.43694 0.39293 0.45952
C 1.10469 0.39467 0.63913
H 2.77746 0.96352 3.44634
H -1.80126 1.16951 1.94188
H -2.63038 0.53057 -2.75564
H -1.30619 -0.05340 -3.60991
H -1.70271 -0.73266 -2.00341
H -0.24919 3.34356 -2.21938
H -1.73452 2.75614 -2.99750
H -0.20318 2.40871 -3.74775
H 0.35204 0.77294 -2.04601
H -0.33862 -3.61893 -0.44088
H 1.31372 -3.31238 -0.84955
H 0.13368 -2.45317 -1.73483
H 1.45875 -3.07257 1.59681
H -0.17084 -2.64605 2.17963
H -2.04524 1.54022 -0.35900
H -0.54535 2.42772 -0.20096
H 1.61517 1.24881 0.21600

Löwdin atomic charge list, values in e, 6 entries: number 1, O, carries 0.081; number 2, O, carries 0.122; number 3, O, carries 0.055; number 4, O, carries 0.038; number 5, O, carries 0.020; number 6, C, carries -0.338



# 7
The following is a quantum chemistry calculation of an isolated molecule of C12H17NOS, from OMol25.

* frontier orbital gap: 9.11 eV
* E_HOMO: -8.306 eV
* charge: 0
* SMILES: COc1cccc(CN2CCSCC2)c1

Element x y z (Å)
C 0.26702 -1.79193 4.20831
H 0.95370 -2.64475 4.20653
O -0.40319 -1.66523 2.97824
C 0.33595 -1.45452 1.85291
C -0.39166 -1.34408 0.66813
C 0.24039 -1.12770 -0.54442
C 1.63026 -1.04181 -0.57169
C 2.35493 -1.14752 0.59953
C 1.72115 -1.34574 1.81512
H 2.31298 -1.42099 2.71342
H 3.43241 -1.07511 0.57316
H 2.14297 -0.90571 -1.51262
C -0.56667 -0.92149 -1.80465
N -0.95123 0.45897 -2.06609
C -1.90964 1.03134 -1.13686
C -1.29625 1.91068 -0.05393
H -0.48646 1.39768 0.46631
H -2.04802 2.22081 0.66968
S -0.63936 3.44410 -0.79831
C -0.23381 2.77382 -2.45005
C 0.18606 1.32114 -2.34270
H 0.61617 0.99598 -3.29798
H 0.97346 1.24445 -1.57396
H 0.58422 3.38629 -2.82518
H -1.09872 2.88815 -3.10310
H -2.62494 1.63556 -1.71007
H -2.47077 0.22073 -0.66896
H 0.01279 -1.25475 -2.67113
H -1.48653 -1.51019 -1.76152
H -1.46512 -1.43875 0.72841
H 0.81885 -0.88078 4.46174
H -0.51093 -1.95864 4.95174

Löwdin atomic charge list, values in e, 6 entries: number 1, C, carries -0.091; number 2, H, carries 0.095; number 3, O, carries -0.084; number 4, C, carries -0.270; number 5, C, carries 0.025; number 6, C, carries -0.214



# 8
The following is a quantum chemistry calculation of the ion C12H17NP with charge +1, from OMol25.

* frontier orbital gap (spin up / spin down): 6.49 / 6.49 eV
* E_HOMO (spin up / spin down): -11.955 / -11.954 eV
* charge: +1
* SMILES: C=C1C=CC=C(/C=C/C)/C1=[NH+]/P(C)C

Element x y z (Å)
C -2.18617 3.15157 -0.10156
C -2.40108 1.76424 0.09616
C -0.92758 3.64744 -0.32803
C -1.32474 0.89667 0.29130
C 0.18363 2.70002 -0.15357
C -0.03184 1.36254 0.16562
C -1.71791 -0.51645 0.53837
C -2.52299 -1.18369 -0.28655
C 1.43374 3.24232 -0.32004
C -3.11036 -2.59426 -0.09114
C 2.91147 -0.02757 -1.37949
C 2.67812 -1.54066 0.94180
N 0.96175 0.45664 0.40659
P 2.69151 0.14669 0.48096
H -3.10115 3.77402 -0.09114
H -3.41039 1.51447 0.30673
H -0.68003 4.60374 -0.68800
H -1.33065 -0.79962 1.48189
H -2.90101 -0.70231 -1.11649
H 1.25135 4.30797 -0.31229
H 2.28010 2.51924 -0.48222
H -2.72947 -2.94317 0.83181
H -4.15767 -2.49452 0.01170
H -3.01421 -3.29450 -0.91013
H 3.07107 -1.05680 -1.46710
H 3.77580 0.70309 -1.60353
H 2.03002 0.36601 -1.85316
H 1.79314 -1.98792 0.72194
H 2.83460 -1.74004 1.99184
H 3.37025 -2.10005 0.40780
H 0.47134 -0.49476 0.68574

Löwdin atomic charge list, values in e, 6 entries: number 1, C, carries -0.033; number 2, C, carries 0.046; number 3, C, carries 0.016; number 4, C, carries -0.159; number 5, C, carries -0.214; number 6, C, carries -0.205



no.,largest force on an atom (Eh/bohr)
1,0.03283
2,0.04733
3,0.09490
4,0.02419
5,0.08840
6,0.09406
7,0.00735
8,0.08496